Entry 1:
Below is 7 unconnected molecules or ions with the total composition C21H42Br4O7 at a distorted geometry, with properties calculated with ωB97M-V/def2-TZVPD.

The geometry in XYZ format:
```
74
Properties=species:S:1:pos:R:3:forces:R:3
C -1.273822 -1.212253 2.649988 0.653 -0.399 -0.981
C -1.432642 -1.798743 4.000648 -1.889 1.860 2.310
O -0.759572 -2.924263 4.409048 1.799 -2.049 -0.821
C 0.545878 -2.891663 4.707818 1.433 1.617 0.888
C 1.044748 -4.297103 4.897548 1.564 -0.446 0.329
O 1.235448 -1.876383 4.910968 -2.078 -2.342 -0.923
H -1.200702 -2.021273 1.923178 -0.041 -0.003 -0.250
H -0.375592 -0.602383 2.553248 -0.014 0.022 0.051
H -2.153102 -0.622383 2.391098 0.088 0.047 0.108
H -1.223342 -1.078373 4.791448 -0.076 0.649 -0.195
H -2.461552 -2.103113 4.192508 -0.233 0.193 -0.389
H 0.480728 -4.908593 5.601858 -0.321 0.286 -0.162
H 2.069488 -4.247773 5.265748 -0.070 0.302 0.430
H 1.228468 -4.885283 3.998448 -0.834 0.278 -0.368
C -3.135952 3.569057 -0.343132 0.918 1.554 0.016
C -2.939822 3.717037 -1.839432 -0.366 -1.603 -0.313
O -2.095762 4.793347 -2.213022 -0.800 0.532 4.112
C -1.829472 4.923917 -3.438322 0.458 1.573 -4.824
C -1.150652 6.290697 -3.699732 0.608 -1.030 0.348
O -2.122332 4.150487 -4.340742 0.201 0.333 1.039
H -2.128492 3.643097 0.066308 0.040 -0.687 0.419
H -3.682842 2.680047 -0.028992 0.302 -0.037 -0.313
H -3.611562 4.444687 0.098628 -0.430 0.039 -0.200
H -2.371812 2.866777 -2.216982 -0.717 -0.521 -0.034
H -3.888512 3.832167 -2.363682 0.069 -0.176 -0.169
H -1.758932 7.016417 -4.239552 -0.261 -0.327 0.132
H -0.264572 6.090907 -4.302272 -0.018 0.092 -0.083
H -0.826752 6.685057 -2.736572 -0.076 0.239 -0.156
C 3.070248 -3.972073 -0.371862 0.154 0.444 1.283
C 2.882878 -3.419183 1.034608 0.550 1.902 -0.295
C 3.411968 -4.287333 2.222728 -0.825 1.943 -0.458
O 2.474018 -2.265223 1.151298 0.212 -1.744 0.624
H 2.943688 -3.191593 -1.122142 -0.283 -0.136 0.219
H 2.336318 -4.775263 -0.437802 0.501 -0.413 -0.606
H 4.125718 -4.243993 -0.359762 -0.147 -0.828 -0.470
H 2.772948 -5.167703 2.291378 0.590 -0.280 0.115
H 3.326998 -3.653853 3.105668 -0.485 -0.155 0.132
H 4.492008 -4.419653 2.158658 -0.156 -0.719 -0.533
C 3.495778 3.234437 4.717878 -0.429 0.008 0.703
C 3.179828 3.909817 3.408998 0.868 2.316 -0.626
C 2.261918 3.084027 2.528578 0.500 0.856 0.636
O 3.540558 5.067867 3.154768 -0.689 -2.344 0.363
H 4.371338 2.587147 4.767918 0.073 0.068 -0.525
H 2.631458 2.610067 4.944178 0.081 -0.200 0.228
H 3.597208 3.957577 5.527128 0.063 0.160 -0.194
H 2.701788 2.086737 2.522448 -0.461 -0.157 -0.392
H 2.065248 3.538507 1.557558 0.314 -0.188 0.070
H 1.349438 3.110257 3.124208 -0.334 -0.474 -0.179
C -1.896552 -2.946093 -2.647782 1.059 -0.353 1.099
C -0.539172 -2.606383 -3.219212 -0.240 1.815 -0.957
C 0.645958 -3.442543 -2.754152 -0.287 -0.191 -0.526
O -0.424682 -1.616373 -3.936002 0.400 -1.275 0.764
H -1.619632 -3.093023 -1.603832 -0.393 -0.266 0.446
H -2.252502 -3.919453 -2.985372 -0.283 0.214 -0.207
H -2.605582 -2.118593 -2.623002 0.006 -0.211 -0.682
H 0.442948 -4.487853 -2.986952 -0.111 -0.174 0.134
H 0.775258 -3.369643 -1.674302 -0.130 0.111 -0.041
H 1.579468 -3.198893 -3.261392 -0.194 0.354 0.018
Br -1.548532 0.480507 -6.349822 -0.348 0.002 0.605
C -2.609312 0.613797 -4.693572 -0.273 0.545 0.396
C -3.862012 -0.215543 -4.852702 0.530 0.103 -0.237
Br -5.140512 0.118977 -3.348402 0.749 -0.243 -0.737
H -2.878192 1.661607 -4.559802 0.296 0.038 -0.190
H -2.013292 0.279927 -3.844232 0.178 -0.022 -0.369
H -3.552522 -1.260603 -4.866132 -0.595 -0.058 0.129
H -4.323452 0.075717 -5.796282 -0.440 -0.236 0.335
Br 3.131468 1.089587 -0.372552 -0.004 0.147 0.145
C 1.231518 1.427447 -0.463292 -1.009 -0.765 -0.278
C 0.516398 0.070497 -0.622302 0.453 0.722 -0.715
Br -1.386862 0.441797 -0.943742 0.165 -0.250 0.466
H 1.049478 2.076577 -1.319802 0.101 -0.165 0.035
H 0.820708 1.912557 0.422148 0.573 0.054 0.125
H 0.703408 -0.580263 0.231888 -0.391 0.070 -0.056
H 0.807918 -0.418403 -1.551862 0.185 -0.017 0.203
```
Positions in Å, forces in eV/Å.

calculated total energy = -316959.72660 eV
ΔE to the lowest compared entry with this formula, charge and spin = 29.07 kcal/mol
gap between HOMO and LUMO = 9.7 eV
SMILES = CCOC(C)=O.CCOC(C)=O.CC(C)=O.CC(C)=O.CC(C)=O.BrCCBr.BrCCBr

***

Entry 2:
Below is 6 unconnected molecules or ions with the total composition C21H42Cl2NO16S at a distorted geometry, with properties calculated with ωB97M-V/def2-TZVPD.

The geometry in XYZ format:
```
83
Properties=species:S:1:pos:R:3:forces:R:3
C 4.049948 -4.948940 -1.028741 0.247 0.564 -0.630
C 3.591267 -3.660027 -1.890829 -0.971 -3.996 -2.519
O 3.129231 -3.910080 -3.027410 1.571 2.199 3.703
N 3.778245 -2.297641 -1.338194 -1.884 -0.340 -0.002
C 4.158585 -1.287022 -2.372125 0.924 1.508 -1.281
S 2.367541 -1.774582 -0.445446 1.368 -0.070 -0.179
Cl 2.490766 -2.858993 1.340428 -0.426 0.699 -1.955
C 0.810365 -2.169727 -1.358499 -1.756 -0.873 -0.272
C 0.170861 -3.606185 -1.081064 -0.970 -1.068 -0.526
C 0.112063 -4.585359 -2.353621 1.102 0.637 -0.416
Cl -1.606028 -3.299237 -0.599892 1.241 -0.089 -0.054
H 3.482036 -5.053631 -0.051757 0.987 0.332 -1.087
H 5.187258 -4.853150 -0.891724 -1.742 -0.106 0.221
H 3.856488 -5.894976 -1.650687 0.142 1.679 0.789
H 5.302657 -1.319451 -2.472979 -1.724 0.048 0.354
H 3.741486 -1.481666 -3.411352 0.221 -0.104 1.482
H 3.853413 -0.210985 -2.100289 0.483 -1.764 -0.024
H 0.042149 -1.370792 -1.041123 1.554 -1.029 -0.091
H 0.933723 -2.020548 -2.496148 0.581 -0.191 1.788
H 0.621305 -4.195242 -0.223626 -0.462 1.176 -0.872
H 0.951765 -5.365438 -2.244019 -1.403 1.090 -0.282
H -0.900525 -5.079590 -2.518581 1.457 0.724 0.528
H 0.363189 -3.944054 -3.272343 -0.468 -1.175 1.150
C -0.239552 -7.898109 -0.374410 -0.288 0.248 -0.128
O 0.262221 -9.138998 0.109406 0.346 -0.019 -0.076
C 1.533409 -9.388978 -0.243919 -0.015 -0.424 0.196
O 2.238955 -8.667126 -0.907983 -0.219 -0.032 0.204
O 1.880972 -10.576441 0.268926 -0.266 0.539 -0.180
C 3.219064 -10.975328 -0.029020 0.471 -0.253 -0.067
H -1.269548 -7.796358 -0.031958 0.144 -0.250 0.090
H 0.342287 -7.064760 0.027828 0.060 -0.066 -0.129
H -0.235582 -7.880759 -1.466569 0.145 0.059 0.102
H 3.935136 -10.264097 0.387961 -0.097 0.009 -0.164
H 3.359592 -11.078081 -1.106903 0.007 0.161 0.111
H 3.387352 -11.946912 0.435330 -0.285 0.134 0.037
C -1.813688 -0.075935 1.006680 -0.017 -0.298 0.200
O -2.387988 1.215468 0.844824 0.239 0.177 -0.117
C -1.509751 2.157834 0.462604 -0.259 0.504 0.017
O -0.331406 1.985217 0.258730 -0.291 -0.190 0.015
O -2.169299 3.317526 0.347358 0.770 -0.872 0.194
C -1.353202 4.421638 -0.057391 0.237 0.609 -0.151
H -2.605444 -0.758773 1.314660 -0.063 0.255 -0.083
H -1.398649 -0.433093 0.062495 -0.012 0.119 0.105
H -1.047562 -0.061713 1.785649 0.040 0.033 -0.157
H -0.921531 4.240203 -1.043749 0.037 -0.065 0.171
H -0.569609 4.611364 0.678634 -0.028 -0.139 -0.135
H -1.991319 5.304223 -0.117377 -0.098 -0.213 0.049
C -8.129664 6.735263 -0.862525 -0.229 0.381 -0.123
O -7.662264 5.479895 -0.370757 0.442 -0.155 -0.082
C -6.399762 5.188220 -0.717667 -0.271 -0.286 0.227
O -5.666914 5.879238 -1.383424 -0.515 -0.549 0.254
O -6.087698 3.994407 -0.195908 -0.264 0.365 -0.216
C -4.758937 3.565870 -0.493018 0.168 -0.136 -0.055
H -9.156937 6.864338 -0.521735 0.146 -0.252 0.082
H -7.527452 7.554192 -0.463245 0.028 -0.098 -0.145
H -8.123532 6.747933 -1.954562 0.142 0.040 0.114
H -4.032061 4.261867 -0.081607 -0.354 0.021 -0.188
H -4.622219 3.455861 -1.571739 0.021 0.168 0.070
H -4.608455 2.593225 -0.025672 -0.270 0.177 0.087
C -4.588362 8.177247 -1.934047 -0.175 -0.143 -0.061
O -3.643147 9.226991 -2.153480 0.608 0.160 0.191
C -2.442282 9.007872 -1.601014 -0.359 0.229 -0.246
O -2.120443 8.033350 -0.963154 0.017 0.216 -0.147
O -1.657752 10.061125 -1.880124 -0.220 -0.296 0.069
C -0.337557 9.964344 -1.349691 0.387 0.066 0.120
H -5.520760 8.459414 -2.423425 0.231 0.187 -0.028
H -4.236366 7.245620 -2.374557 0.069 0.201 0.210
H -4.782532 8.051326 -0.868261 0.208 -0.065 -0.148
H 0.183866 9.100955 -1.768585 -0.109 -0.001 0.156
H -0.363293 9.908395 -0.259396 -0.008 -0.150 -0.122
H 0.202945 10.866587 -1.636528 -0.288 -0.021 -0.092
C 6.536811 -0.513116 6.425649 0.542 -0.033 0.142
O 5.126841 -0.315472 6.316631 -0.400 -0.134 -0.494
C 4.605391 -0.707052 5.147202 0.225 0.146 0.423
O 5.213564 -1.191573 4.223988 -0.310 0.096 0.146
O 3.283505 -0.466672 5.179179 0.186 -0.065 -0.059
C 2.600045 -0.838546 3.989244 -0.236 0.049 -0.104
H 6.846610 -0.161467 7.409638 -0.312 0.023 -0.073
H 6.784841 -1.573224 6.343271 -0.035 0.130 -0.143
H 7.067012 0.067669 5.668191 -0.089 -0.176 -0.017
H 2.694319 -1.911878 3.811969 0.144 0.123 0.055
H 2.976291 -0.270339 3.134975 0.088 -0.160 0.032
H 1.543702 -0.602563 4.122403 0.163 0.062 0.237
```
Positions in Å, forces in eV/Å.

calculated total energy = -92578.59605 eV
gap between HOMO and LUMO = 6.3 eV
total charge = +1

***

Entry 3:
Below is a molecular structure, C21H42CuIN5O2PS2, with properties calculated with ωB97M-V/def2-TZVPD.

The geometry in XYZ format:
```
75
Properties=species:S:1:pos:R:3:forces:R:3
Cu 1.205241 -0.193390 2.004652 -0.048 0.536 0.737
C 4.357673 -1.049840 2.655438 -0.004 -0.032 0.038
C 3.313593 -1.960604 3.300916 0.055 -0.018 -0.061
N 2.014324 -1.982346 2.591197 -0.388 0.000 0.072
C 0.888799 -2.541629 3.410468 0.293 -0.023 -0.182
C -0.305178 -1.606700 3.323092 -0.224 -0.435 -0.033
N 0.016819 -0.325829 3.960899 -0.040 -0.495 -0.297
C -1.089062 0.636404 4.046146 -0.009 0.084 -0.029
C -0.711872 2.032371 3.559756 -0.052 0.008 -0.029
C -0.623006 2.175148 2.030340 -0.128 -0.053 -0.115
N 0.484617 1.464478 1.425389 0.673 -0.005 0.225
C 1.663283 2.311645 1.204931 -0.366 -0.122 -0.112
C 2.898212 1.454413 1.394456 0.211 0.307 -0.345
N 3.036916 1.062207 2.801228 -0.123 0.114 -0.462
C 4.307992 0.411601 3.102721 0.015 -0.120 -0.004
H 4.305617 -1.132982 1.565069 -0.052 0.015 -0.005
H 5.344139 -1.429383 2.929861 0.009 0.002 -0.037
H 3.127079 -1.635859 4.326777 -0.011 0.063 -0.030
H 3.706576 -2.979896 3.356142 -0.011 0.003 0.056
H 2.105545 -2.547032 1.751146 0.004 0.047 -0.033
H 1.229224 -2.652244 4.442172 -0.056 0.036 0.029
H 0.616524 -3.535133 3.057406 -0.029 0.005 -0.031
H -1.219709 -2.108438 3.665779 0.059 0.131 0.338
H -0.474721 -1.417408 2.254353 -0.354 -0.140 -0.055
H 0.418270 -0.521986 4.868845 0.007 0.236 0.061
H -1.445264 0.697637 5.077046 -0.010 -0.002 -0.004
H -1.925293 0.260933 3.448989 0.008 0.010 -0.003
H 0.224037 2.351096 4.028277 0.014 -0.027 -0.004
H -1.484992 2.727338 3.897184 0.014 0.017 0.001
H -0.549913 3.238401 1.780813 -0.042 -0.016 -0.001
H -1.558358 1.807829 1.595731 -0.005 -0.047 0.003
H -0.614174 0.300268 -0.140446 0.110 -0.022 0.050
H 1.660727 3.179693 1.876739 0.085 -0.033 0.043
H 1.625261 2.702329 0.180711 0.002 -0.032 0.008
H 3.797766 1.908220 0.957298 0.000 0.180 0.229
H 2.712676 0.550260 0.802498 0.336 -0.075 -0.246
H 2.899166 1.892388 3.364907 0.110 -0.076 0.158
H 4.459154 0.451291 4.182535 -0.020 -0.005 0.019
H 5.143680 0.951027 2.637213 0.008 -0.008 0.036
I -0.782416 -3.816644 0.085804 0.063 0.018 0.052
C 0.592816 -2.838363 -1.163309 0.022 -0.011 0.000
C 0.660202 -3.242822 -2.488008 -0.012 0.000 -0.042
C 1.562513 -2.593197 -3.314097 -0.041 -0.020 0.003
C 2.343761 -1.578520 -2.787117 0.010 0.028 -0.012
C 2.194341 -1.264999 -1.449422 -0.031 0.076 0.056
N 1.333339 -1.881299 -0.632360 0.056 -0.112 -0.036
H 0.028694 -4.038845 -2.854805 0.001 0.004 0.005
H 1.649800 -2.876639 -4.354733 -0.003 -0.006 -0.008
H 3.051735 -1.035545 -3.396482 0.005 0.004 0.002
H 2.789091 -0.472802 -1.009418 -0.009 -0.014 -0.014
C -2.329443 -1.548002 -4.443488 0.013 0.022 0.014
C -1.474099 -0.312692 -4.267557 0.044 -0.027 0.049
C -1.098650 0.363458 -5.566780 -0.010 0.003 0.016
O -2.257733 0.635195 -3.475941 -0.038 -0.007 -0.134
P -1.626725 1.347246 -2.209100 0.073 0.058 0.083
S 0.136629 2.089999 -2.384618 0.083 0.056 0.002
S -1.675155 -0.201520 -0.794096 -0.229 -0.069 0.000
O -2.707588 2.418039 -1.824066 0.025 -0.014 0.023
C -4.166898 2.391717 -1.955680 0.000 -0.007 -0.004
C -4.771452 1.064830 -1.543984 -0.003 0.018 0.007
C -4.550126 2.822615 -3.355255 0.002 -0.005 0.003
H -1.783357 -2.303573 -5.010297 0.001 0.007 -0.004
H -3.240503 -1.302380 -4.991002 -0.004 -0.007 0.007
H -2.603805 -1.969054 -3.475422 0.010 -0.012 0.006
H -0.569819 -0.556671 -3.698573 -0.067 0.022 -0.016
H -1.996686 0.647871 -6.117107 0.004 -0.001 -0.001
H -0.516186 -0.319399 -6.186688 0.003 -0.009 -0.007
H -0.503679 1.254956 -5.373683 -0.001 0.000 -0.001
H -4.467977 3.158982 -1.242553 -0.010 0.006 -0.012
H -4.458340 0.261373 -2.211416 -0.010 -0.003 -0.007
H -5.857043 1.148632 -1.606132 0.002 -0.003 0.008
H -4.505742 0.804343 -0.520298 0.005 -0.001 -0.014
H -4.274849 2.062692 -4.084811 -0.001 -0.007 -0.007
H -4.056947 3.758145 -3.615232 0.001 0.001 0.001
H -5.629070 2.976593 -3.400949 0.005 -0.001 -0.004
```
Positions in Å, forces in eV/Å.

calculated total energy = -117700.40551 eV
2S+1 = 2
ΔE to the lowest compared entry with this formula, charge and spin = 37.93 kcal/mol
gap between HOMO and LUMO (spin up / spin down) = 9.0 / 7.3 eV
⟨S²⟩ = 0.758
total charge = +1